[1]
{"formula": "C46H50B2F4HgN6OP2", "method": "wB97M-V/def2-TZVPD", "elements": ["Hg", "C", "N", "C", "P", "C", "C", "C", "C", "C", "C", "C", "C", "C", "C", "C", "C", "C", "C", "C", "C", "C", "C", "P", "C", "C", "C", "C", "C", "C", "C", "C", "C", "C", "C", "C", "H", "H", "H", "H", "H", "H", "H", "H", "H", "H", "H", "H", "H", "H", "H", "H", "H", "H", "H", "H", "H", "H", "H", "H", "H", "H", "H", "H", "H", "C", "C", "O", "N", "C", "C", "C", "C", "C", "C", "N", "H", "H", "H", "H", "H", "H", "H", "H", "H", "H", "F", "B", "F", "F", "F", "C", "C", "C", "C", "N", "N", "C", "H", "H", "H", "H", "H", "H", "H", "H", "B", "C", "N", "H", "H", "H"], "coordinates": [[1.151, 0.217, 0.887], [0.680, -1.674, -2.307], [-0.723, -2.041, -2.215], [-1.608, -1.061, -1.643], [-1.425, -0.559, 0.157], [-2.838, 0.628, 0.156], [-2.631, 1.992, 0.337], [-3.707, 2.877, 0.300], [-4.993, 2.409, 0.081], [-5.209, 1.045, -0.096], [-4.142, 0.163, -0.054], [-2.116, -1.846, 1.262], [-2.709, -1.400, 2.449], [-3.173, -2.303, 3.392], [-3.051, -3.670, 3.162], [-2.452, -4.118, 1.996], [-1.977, -3.213, 1.055], [-1.184, -3.304, -2.578], [-0.395, -4.166, -3.358], [-0.865, -5.408, -3.748], [-2.141, -5.835, -3.405], [-2.940, -4.981, -2.661], [-2.478, -3.737, -2.253], [1.294, -0.347, -3.524], [1.093, 1.224, -2.583], [2.246, 1.549, -1.802], [2.371, 2.435, -0.779], [0.416, 4.018, -1.113], [-0.387, 3.199, -2.075], [-0.081, 2.031, -2.688], [0.055, -0.177, -4.864], [0.138, 1.003, -5.618], [-0.682, 1.217, -6.713], [-1.596, 0.242, -7.100], [-1.675, -0.938, -6.379], [-0.857, -1.149, -5.272], [1.279, -2.560, -2.473], [1.024, -1.296, -1.345], [-2.645, -1.306, -1.843], [-1.423, -0.098, -2.119], [-1.616, 2.344, 0.506], [-3.534, 3.939, 0.445], [-5.828, 3.099, 0.047], [-6.213, 0.669, -0.258], [-4.323, -0.902, -0.159], [-2.821, -0.337, 2.630], [-3.628, -1.942, 4.308], [-3.402, -4.380, 3.902], [-2.308, -5.179, 1.825], [-1.457, -3.586, 0.183], [0.599, -3.870, -3.663], [-0.218, -6.050, -4.335], [-2.501, -6.812, -3.705], [-3.940, -5.285, -2.372], [-3.130, -3.122, -1.648], [3.135, 0.965, -2.029], [3.348, 2.498, -0.305], [-0.283, 4.582, -0.487], [-1.352, 3.624, -2.339], [-0.838, 1.665, -3.375], [0.852, 1.767, -5.326], [-0.603, 2.142, -7.272], [-2.237, 0.403, -7.959], [-2.376, -1.710, -6.674], [-0.938, -2.084, -4.742], [1.261, 5.040, -1.893], [1.238, 3.182, -0.096], [0.397, 2.282, 0.524], [1.811, 4.165, 0.888], [1.521, 3.984, 2.306], [2.556, 3.196, 3.077], [3.515, 3.846, 3.850], [4.476, 3.096, 4.510], [4.444, 1.717, 4.392], [3.446, 1.150, 3.613], [2.525, 1.866, 2.968], [0.641, 5.587, -2.608], [2.050, 4.532, -2.454], [1.716, 5.757, -1.207], [2.804, 4.272, 0.735], [0.563, 3.471, 2.369], [1.415, 4.965, 2.778], [3.501, 4.928, 3.923], [5.236, 3.580, 5.109], [5.176, 1.088, 4.880], [3.388, 0.075, 3.486], [0.751, -4.524, 1.654], [1.321, -3.824, 0.567], [0.943, -4.424, -0.651], [2.710, -3.750, 0.700], [0.786, -2.476, 0.565], [-0.748, 1.855, 5.845], [-0.144, 0.790, 4.991], [0.519, -0.376, 5.304], [0.887, -0.962, 4.071], [0.458, -0.202, 3.080], [-0.154, 0.860, 3.648], [1.601, -2.244, 3.797], [-0.683, 1.573, 6.894], [-1.801, 2.014, 5.598], [-0.225, 2.805, 5.714], [0.716, -0.764, 6.292], [-0.508, 1.593, 3.050], [2.203, -2.536, 4.656], [2.243, -2.161, 2.918], [0.890, -3.042, 3.573], [5.579, -0.618, -0.755], [4.140, -0.583, -0.110], [3.088, -0.470, 0.343], [5.430, -0.820, -1.945], [6.243, -1.486, -0.223], [6.043, 0.494, -0.545]], "homo_ev": [-4.67, -5.11], "multiplicity": 2, "s_squared": 0.79, "e_lumo_ev": [2.0, 1.4], "total_charge": -1}

---

[2]
{"formula": "C46H50CaClN6O3S2Te", "method": "wB97M-V/def2-TZVPD", "elements": ["Ca", "C", "C", "N", "O", "C", "C", "N", "O", "H", "H", "H", "H", "H", "H", "H", "S", "C", "C", "C", "C", "C", "C", "N", "C", "C", "C", "C", "C", "C", "C", "H", "H", "H", "H", "H", "H", "H", "H", "Cl", "C", "C", "C", "C", "C", "C", "Te", "N", "C", "O", "C", "C", "C", "C", "C", "C", "C", "C", "C", "C", "C", "C", "C", "C", "C", "C", "C", "C", "H", "H", "H", "H", "H", "H", "H", "H", "H", "H", "H", "H", "H", "H", "H", "H", "H", "H", "H", "H", "H", "H", "H", "H", "H", "H", "H", "C", "N", "C", "C", "N", "C", "S", "H", "H", "H", "H", "H", "H", "H", "H"], "coordinates": [[1.721, -0.943, -1.474], [2.189, -1.660, 3.417], [2.044, -1.024, 2.067], [1.385, -1.571, 1.120], [0.813, -2.788, 1.457], [2.725, 0.250, 1.754], [3.271, 1.154, 2.816], [2.896, 0.495, 0.506], [3.545, 1.601, 0.215], [2.176, -2.742, 3.310], [1.353, -1.379, 4.061], [3.116, -1.346, 3.895], [0.462, -3.054, 0.574], [2.875, 0.914, 3.802], [3.025, 2.187, 2.569], [4.364, 1.093, 2.842], [5.376, 2.382, -1.719], [6.211, 0.847, -1.706], [7.568, 0.593, -1.643], [8.013, -0.726, -1.701], [7.089, -1.762, -1.826], [5.726, -1.511, -1.888], [5.262, -0.194, -1.819], [3.953, 0.190, -1.883], [3.800, 1.495, -1.624], [2.573, 2.211, -2.112], [2.607, 3.599, -2.249], [1.518, 4.275, -2.780], [0.394, 3.546, -3.151], [0.360, 2.171, -2.933], [1.434, 1.436, -2.408], [8.275, 1.409, -1.548], [9.073, -0.942, -1.650], [7.439, -2.787, -1.877], [5.010, -2.315, -2.013], [3.486, 4.165, -1.956], [1.552, 5.351, -2.911], [-0.459, 4.053, -3.596], [-0.561, 1.647, -3.187], [2.296, -2.720, -3.551], [-5.606, 6.935, 1.021], [-4.904, 5.642, 0.699], [-4.127, 5.507, -0.440], [-3.466, 4.318, -0.741], [-2.634, 4.256, -1.996], [-3.572, 3.217, 0.122], [-2.510, 1.416, -0.420], [-0.977, -0.791, -1.065], [-1.036, -2.072, -1.144], [0.024, -2.799, -1.033], [-2.364, -2.746, -1.336], [-3.409, -2.124, -2.010], [-4.629, -2.769, -2.146], [-4.817, -4.032, -1.600], [-3.778, -4.650, -0.917], [-2.555, -4.009, -0.790], [-1.442, 1.325, 1.411], [-0.591, 2.396, 1.714], [-0.216, 3.447, 0.703], [-0.057, 2.482, 2.998], [-0.307, 1.521, 3.965], [0.263, 1.648, 5.353], [-1.077, 0.422, 3.609], [-1.643, 0.298, 2.343], [-2.425, -0.952, 2.049], [-4.382, 3.335, 1.266], [-4.600, 2.198, 2.226], [-5.024, 4.541, 1.535], [-5.407, 7.689, 0.259], [-5.274, 7.335, 1.982], [-6.688, 6.795, 1.083], [-4.023, 6.350, -1.117], [-2.648, 5.215, -2.516], [-3.001, 3.493, -2.686], [-1.598, 3.992, -1.776], [-3.254, -1.137, -2.427], [-5.437, -2.283, -2.681], [-5.772, -4.533, -1.706], [-3.922, -5.633, -0.483], [-1.728, -4.468, -0.263], [-1.082, 4.043, 0.403], [0.202, 2.986, -0.196], [0.534, 4.120, 1.120], [0.582, 3.325, 3.240], [0.768, 2.605, 5.481], [0.990, 0.858, 5.557], [-0.521, 1.572, 6.110], [-1.255, -0.365, 4.337], [-2.839, -1.371, 2.968], [-1.758, -1.698, 1.614], [-3.230, -0.779, 1.336], [-4.705, 1.254, 1.692], [-5.497, 2.370, 2.824], [-3.753, 2.087, 2.905], [-5.642, 4.615, 2.426], [0.271, -7.149, 0.118], [0.762, -6.689, -1.149], [-0.165, -6.221, -2.169], [0.767, -5.642, -3.240], [2.081, -5.704, -2.607], [2.022, -6.213, -1.358], [3.287, -6.285, -0.270], [-0.297, -8.076, -0.007], [-0.383, -6.402, 0.582], [1.123, -7.324, 0.772], [-0.834, -5.461, -1.758], [-0.772, -7.050, -2.543], [0.541, -4.607, -3.489], [0.757, -6.245, -4.151], [2.702, -4.924, -2.795]], "homo_ev": [-2.12, -2.12], "multiplicity": 2, "e_above_lowest_kcal_mol": 16.36, "s_squared": 0.76, "e_lumo_ev": [3.6, 3.6], "total_charge": -2}

---

[3]
{"formula": "C46H50Cl2N5O4RhSTe", "method": "wB97M-V/def2-TZVPD", "elements": ["Rh", "C", "C", "C", "C", "C", "C", "C", "S", "O", "O", "N", "C", "C", "C", "C", "C", "C", "C", "C", "N", "C", "H", "H", "H", "H", "H", "H", "H", "H", "H", "H", "H", "H", "H", "O", "N", "Cl", "C", "C", "C", "C", "C", "Cl", "C", "N", "H", "H", "H", "C", "C", "C", "C", "H", "H", "H", "H", "H", "H", "H", "H", "H", "C", "C", "O", "N", "Te", "C", "C", "C", "C", "C", "C", "C", "C", "C", "C", "C", "C", "C", "C", "C", "C", "C", "C", "H", "H", "H", "H", "H", "H", "H", "H", "H", "H", "H", "H", "H", "H", "H", "H", "H", "H", "H", "H", "H", "H", "H", "H", "H"], "coordinates": [[1.162, -1.230, -0.939], [2.603, 2.724, 6.557], [2.036, 1.803, 5.511], [2.644, 1.687, 4.264], [2.140, 0.829, 3.299], [1.012, 0.072, 3.579], [0.401, 0.162, 4.819], [0.912, 1.028, 5.774], [0.238, -0.946, 2.333], [-0.835, -0.115, 1.816], [-0.196, -2.147, 3.004], [1.354, -1.145, 1.215], [2.521, -1.899, 1.603], [2.775, -2.445, 2.863], [4.003, -3.047, 3.125], [4.990, -3.115, 2.160], [4.758, -2.613, 0.870], [5.717, -2.649, -0.184], [5.369, -2.102, -1.428], [4.108, -1.605, -1.640], [3.158, -1.607, -0.661], [3.490, -2.041, 0.599], [2.975, 3.647, 6.110], [3.439, 2.255, 7.082], [1.851, 2.986, 7.301], [3.530, 2.274, 4.044], [2.623, 0.730, 2.336], [-0.470, -0.446, 5.028], [0.426, 1.106, 6.740], [2.026, -2.440, 3.637], [4.175, -3.471, 4.107], [5.949, -3.572, 2.378], [6.697, -3.071, -0.003], [6.079, -2.081, -2.245], [3.801, -1.217, -2.601], [0.975, 1.376, -1.758], [1.806, 0.644, -1.439], [-0.841, -3.726, -3.240], [-0.185, -2.666, -4.417], [-0.593, -2.778, -5.732], [-0.057, -1.949, -6.706], [0.901, -1.000, -6.371], [1.307, -0.876, -5.062], [2.505, 0.302, -4.660], [0.775, -1.691, -4.023], [1.174, -1.531, -2.768], [-1.333, -3.526, -5.981], [-0.381, -2.046, -7.733], [1.335, -0.353, -7.120], [3.068, -6.677, -0.043], [2.055, -5.549, -0.296], [0.660, -6.110, -0.550], [2.518, -4.664, -1.398], [2.771, -7.273, 0.824], [4.064, -6.272, 0.144], [3.128, -7.340, -0.910], [2.020, -4.944, 0.621], [0.647, -6.686, -1.481], [-0.068, -5.304, -0.621], [0.357, -6.777, 0.261], [2.024, -4.652, -2.361], [3.466, -4.151, -1.303], [-2.696, -2.274, 0.094], [-1.289, -2.064, -0.391], [-0.448, -2.983, -0.241], [-0.858, -0.974, -1.048], [-2.119, 1.134, -0.333], [-2.066, 2.703, 1.130], [-3.278, 3.200, 1.621], [-4.612, 2.782, 1.063], [-3.253, 4.133, 2.657], [-2.064, 4.563, 3.224], [-2.055, 5.523, 4.382], [-0.874, 4.060, 2.713], [-0.850, 3.144, 1.668], [0.482, 2.678, 1.155], [-2.972, 2.235, -1.969], [-2.674, 3.571, -2.244], [-1.597, 4.320, -1.509], [-3.375, 4.232, -3.254], [-4.340, 3.597, -4.015], [-5.098, 4.327, -5.090], [-4.577, 2.248, -3.770], [-3.909, 1.558, -2.767], [-4.195, 0.093, -2.591], [-2.834, -3.335, 0.294], [-3.427, -1.929, -0.634], [-2.843, -1.721, 1.022], [-4.737, 1.699, 1.107], [-4.713, 3.071, 0.014], [-5.420, 3.249, 1.626], [-4.194, 4.518, 3.038], [-3.011, 6.039, 4.477], [-1.271, 6.273, 4.269], [-1.867, 4.994, 5.320], [0.068, 4.386, 3.142], [1.281, 3.035, 1.805], [0.672, 3.056, 0.149], [0.531, 1.592, 1.113], [-0.729, 3.677, -1.360], [-1.927, 4.654, -0.524], [-1.283, 5.193, -2.081], [-3.141, 5.273, -3.453], [-4.731, 5.346, -5.208], [-6.163, 4.379, -4.854], [-5.004, 3.821, -6.053], [-5.297, 1.713, -4.382], [-4.790, -0.278, -3.426], [-4.739, -0.100, -1.663], [-3.272, -0.490, -2.551]], "homo_ev": [-2.06, -4.49], "multiplicity": 6, "e_above_lowest_kcal_mol": 51.24, "s_squared": 9.02, "e_lumo_ev": [2.2, 0.6], "total_charge": -1}

---

[4]
{"formula": "C46H50FN6O5Ru", "method": "wB97M-V/def2-TZVPD", "elements": ["Ru", "N", "C", "C", "C", "N", "C", "C", "N", "C", "H", "H", "H", "H", "H", "H", "H", "H", "H", "H", "H", "H", "H", "H", "H", "H", "C", "C", "C", "C", "C", "C", "C", "F", "C", "C", "C", "O", "C", "C", "N", "C", "C", "O", "O", "H", "H", "H", "H", "H", "H", "H", "H", "H", "H", "H", "C", "O", "C", "C", "C", "C", "C", "C", "N", "C", "C", "C", "C", "C", "C", "C", "O", "H", "H", "H", "H", "H", "H", "H", "H", "H", "H", "H", "H", "H", "C", "C", "C", "C", "C", "C", "N", "C", "C", "C", "C", "C", "C", "H", "H", "H", "H", "H", "H", "H", "H", "H", "H"], "coordinates": [[-0.234, -0.091, 0.172], [0.981, 4.477, 1.406], [1.347, 3.097, 1.723], [1.308, 2.715, 3.202], [1.438, 1.195, 3.301], [0.287, 0.532, 2.657], [2.772, 0.758, 2.683], [3.002, 1.258, 1.250], [2.186, 0.517, 0.279], [2.730, 2.763, 1.164], [0.127, 4.736, 1.890], [0.656, 4.359, -0.165], [1.699, 5.136, 1.686], [0.602, 2.467, 1.224], [0.371, 3.038, 3.663], [2.131, 3.182, 3.747], [1.460, 0.917, 4.366], [-0.563, 1.052, 2.880], [0.184, -0.396, 3.064], [2.868, -0.327, 2.715], [3.568, 1.166, 3.304], [4.067, 1.101, 1.010], [2.559, -0.426, 0.169], [2.253, 0.967, -0.634], [2.810, 3.103, 0.129], [3.492, 3.286, 1.747], [-1.423, 5.168, -5.517], [-0.477, 4.108, -6.084], [-1.076, 3.490, -7.346], [-0.138, 2.427, -7.894], [0.093, 1.389, -6.840], [0.354, 0.081, -7.192], [0.551, -0.886, -6.211], [0.794, -2.148, -6.579], [0.490, -0.571, -4.875], [0.259, 0.754, -4.489], [0.247, 1.068, -3.059], [0.425, 0.189, -2.192], [0.068, 2.471, -2.785], [-0.106, 3.376, -3.805], [-0.182, 3.056, -5.094], [0.050, 1.747, -5.476], [0.019, 2.941, -1.380], [0.565, 4.110, -1.176], [-0.507, 2.281, -0.487], [-1.813, 5.766, -6.337], [-0.925, 5.844, -4.828], [-2.269, 4.704, -5.013], [0.477, 4.580, -6.350], [-1.220, 4.278, -8.085], [-2.049, 3.046, -7.123], [0.818, 2.883, -8.173], [-0.553, 1.967, -8.791], [0.410, -0.204, -8.231], [0.624, -1.326, -4.116], [-0.214, 4.414, -3.542], [-1.063, -5.600, 3.937], [-1.194, -5.254, 2.572], [-2.271, -4.545, 2.169], [-3.227, -4.011, 3.032], [-4.341, -3.361, 2.539], [-4.534, -3.233, 1.173], [-3.599, -3.751, 0.300], [-2.462, -4.396, 0.777], [-1.634, -5.063, -0.138], [-0.354, -5.337, -0.026], [0.588, -4.656, 0.771], [1.650, -5.396, 1.330], [2.580, -4.823, 2.155], [2.533, -3.440, 2.384], [1.568, -2.679, 1.791], [0.538, -3.224, 0.972], [-0.318, -2.474, 0.409], [-0.155, -6.197, 3.993], [-1.912, -6.192, 4.288], [-0.947, -4.713, 4.565], [-3.118, -4.135, 4.097], [-5.073, -2.968, 3.226], [-5.430, -2.761, 0.800], [-3.742, -3.677, -0.768], [-2.135, -5.491, -0.912], [0.010, -6.174, -0.612], [1.669, -6.460, 1.160], [3.342, -5.423, 2.623], [3.280, -2.985, 3.021], [1.523, -1.604, 1.914], [-4.472, -0.024, -3.791], [-3.344, 0.760, -3.571], [-2.751, 0.784, -2.332], [-3.262, 0.024, -1.262], [-4.451, -0.708, -1.484], [-5.022, -0.742, -2.736], [-2.587, -0.039, -0.093], [-3.192, -0.029, 1.112], [-4.378, 0.698, 1.356], [-4.844, 0.849, 2.643], [-4.186, 0.252, 3.711], [-3.054, -0.525, 3.480], [-2.558, -0.663, 2.205], [-4.928, -0.059, -4.767], [-2.937, 1.360, -4.373], [-1.927, 1.440, -2.116], [-4.865, -1.279, -0.670], [-5.907, -1.337, -2.900], [-4.868, 1.192, 0.531], [-5.722, 1.451, 2.823], [-4.553, 0.386, 4.716], [-2.566, -1.021, 4.307], [-1.715, -1.314, 1.986]], "homo_ev": [-11.60, -11.89], "multiplicity": 2, "s_squared": 0.96, "e_lumo_ev": [-7.2, -6.8], "total_charge": 2}